# 1
A 2-piece molecular cluster, C4H13N2O2S overall at a distorted geometry. Source: the Open Molecules 2025 dataset; level of theory: wB97M-V/def2-TZVPD.

Last columns: bonded neighbours and bond lengths (Å).
Atoms and positions in Å:
1 O 1.12 -1.86 -0.44  C2 1.229
2 C 0.36 -0.92 -0.67  O1 1.229, N3 1.328, C7 1.522
3 N -0.96 -1.00 -0.54  C2 1.328, C4 1.436, H9 1.012
4 C -1.97 0.00 -0.76  N3 1.436, C5 1.577, H10 1.083, H11 1.092
5 C -2.90 0.29 0.47  C4 1.577, S6 1.787, H12 1.083, H13 1.080
6 S -2.71 -0.76 1.91  C5 1.787, H14 1.338
7 C 1.00 0.37 -1.17  C2 1.522, N8 1.478, H15 1.068, H16 1.088
8 N 2.43 0.21 -0.87  C7 1.478, H17 1.037, H18 1.023, H19 1.020
9 H -1.31 -1.88 -0.18  N3 1.012
10 H -1.57 0.92 -1.18  C4 1.083
11 H -2.66 -0.31 -1.55  C4 1.092
12 H -2.78 1.32 0.78  C5 1.083
13 H -3.91 0.19 0.10  C5 1.080
14 H -1.71 -0.12 2.53  S6 1.338
15 H 0.61 1.20 -0.61  C7 1.068
16 H 0.78 0.53 -2.22  C7 1.088
17 H 2.61 0.48 0.12  N8 1.037
18 H 2.60 -0.80 -0.95  N8 1.023
19 H 3.03 0.77 -1.48  N8 1.020
20 H 2.32 1.05 2.60  O22 0.968
21 H 3.13 -0.16 2.24  O22 0.968
22 O 2.48 0.44 1.86  H20 0.968, H21 0.968

## Properties
HOMO   -12.30 eV
Energy   -22263.485 eV
Kohn-Sham gap   9.18 eV
Net charge   +1
Multiplicity   1



# 2
A 3-piece molecular cluster, C4H13N2OS overall at a distorted geometry. Source: the Open Molecules 2025 dataset; level of theory: wB97M-V/def2-TZVPD.

Last columns: bonded neighbours and bond lengths (Å).
Atoms and positions in Å:
1 N 0.45 -0.59 -1.03  C2 1.479, H8 1.008, H9 1.058
2 C -0.60 -0.23 -0.05  N1 1.479, C3 1.609, C5 1.554, H10 1.058
3 C -0.40 1.27 0.50  C2 1.609, S4 1.883, H11 1.089, H12 1.107
4 S 1.21 1.63 1.40  C3 1.883
5 C -2.01 -0.38 -0.67  C2 1.554, H13 1.118, H14 1.143, H15 1.108
6 N -0.94 -3.19 -0.72  C7 1.341, H18 1.225
7 C -1.32 -3.70 0.46  N6 1.341, H16 1.137, H17 1.128
8 H 1.36 -0.29 -0.73  N1 1.008
9 H 0.33 -1.62 -1.25  N1 1.058
10 H -0.45 -0.97 0.70  C2 1.058
11 H -1.30 1.62 1.00  C3 1.089
12 H -0.29 1.95 -0.37  C3 1.107
13 H -2.24 0.44 -1.39  C5 1.118
14 H -2.21 -1.42 -1.12  C5 1.143
15 H -2.76 -0.09 0.09  C5 1.108
16 H -2.37 -3.55 0.87  C7 1.137
17 H -0.86 -4.65 0.85  C7 1.128
18 H -0.31 -2.67 0.19  N6 1.225
19 H 2.65 2.52 -1.57  O21 0.969
20 H 1.90 2.51 -0.28  O21 1.010
21 O 2.07 3.12 -1.07  H19 0.969, H20 1.010

## Properties
HOMO   -2.97 eV
Energy   -20218.066 eV
Kohn-Sham gap   5.27 eV
Net charge   -1
Multiplicity   1



# 3
The molecule C4H13N2S at a distorted geometry. Source: the Open Molecules 2025 dataset; level of theory: wB97M-V/def2-TZVPD.

Last columns: bonded neighbours and bond lengths (Å).
Atoms and positions in Å:
1 N 0.97 1.40 -0.91  C2 1.554, H8 1.063, H9 1.019, H10 1.021
2 C 0.31 0.49 0.17  N1 1.554, C3 1.462, C6 1.547, H11 1.127
3 C -0.98 0.16 -0.43  C2 1.462, C4 1.620, H12 1.131, H13 1.173
4 C -1.98 -0.62 0.58  C3 1.620, S5 1.809, H14 1.152, H15 1.090
5 S -3.64 -0.97 -0.04  C4 1.809, H16 1.294
6 C 1.30 -0.67 0.46  C2 1.547, N7 1.451, H17 1.109, H18 1.148
7 N 2.47 -0.66 -0.39  C6 1.451, H19 0.991, H20 1.078
8 H 1.65 1.99 -0.36  N1 1.063
9 H 1.37 1.02 -1.76  N1 1.019
10 H 0.21 1.90 -1.37  N1 1.021
11 H 0.16 1.02 1.15  C2 1.127
12 H -1.59 0.96 -0.94  C3 1.131
13 H -0.94 -0.64 -1.28  C3 1.173
14 H -1.27 -1.50 0.83  C4 1.152
15 H -2.01 0.05 1.44  C4 1.090
16 H -4.25 -0.26 0.85  S5 1.294
17 H 0.67 -1.58 0.42  C6 1.109
18 H 1.52 -0.67 1.59  C6 1.148
19 H 2.94 -1.49 -0.14  N7 0.991
20 H 3.07 0.08 0.13  N7 1.078

## Properties
HOMO (alpha / beta)   -3.47 / -9.52 eV
Energy   -18169.560 eV
Kohn-Sham gap (alpha / beta)   4.22 / 10.17 eV
Multiplicity   2



# 4
A 2-piece molecular cluster, C4H13N2S overall at a distorted geometry. Source: the Open Molecules 2025 dataset; level of theory: wB97M-V/def2-TZVPD.

Last columns: bonded neighbours and bond lengths (Å).
Atoms and positions in Å:
1 C 1.28 -0.53 1.43  C2 1.539, N4 1.456, H5 1.098, H6 1.091
2 C 1.06 -1.56 0.30  C1 1.539, S3 1.809, H7 1.081, H8 1.084
3 S 0.54 -0.72 -1.21  C2 1.809, H9 1.340
4 N 1.43 -1.27 2.68  C1 1.456, H10 1.016, H11 1.016
5 H 2.18 0.03 1.17  C1 1.098
6 H 0.44 0.16 1.50  C1 1.091
7 H 1.99 -2.09 0.13  C2 1.081
8 H 0.27 -2.21 0.67  C2 1.084
9 H 0.70 -1.75 -2.06  S3 1.340
10 H 2.34 -1.71 2.72  N4 1.016
11 H 1.47 -0.60 3.45  N4 1.016
12 C -2.34 1.83 0.27  N14 1.459, H15 1.086, H16 1.091, H17 1.086
13 C -1.17 1.10 -1.75  N14 1.293, H18 1.079, H19 1.083
14 N -1.24 1.83 -0.68  C12 1.459, C13 1.293, H20 1.014
15 H -2.76 2.83 0.37  C12 1.086
16 H -1.98 1.49 1.24  C12 1.091
17 H -3.10 1.12 -0.06  C12 1.086
18 H -1.86 0.30 -1.96  C13 1.079
19 H -0.53 1.42 -2.56  C13 1.083
20 H -0.38 2.30 -0.43  N14 1.014

## Properties
HOMO   -12.80 eV
Energy   -18166.409 eV
Kohn-Sham gap   8.19 eV
Net charge   +1
Multiplicity   1



# 5
An isolated ion of composition C4H13N2S and charge +1 at a distorted geometry. Source: the Open Molecules 2025 dataset; level of theory: wB97M-V/def2-TZVPD.

Last columns: bonded neighbours and bond lengths (Å).
Atoms and positions in Å:
1 N 0.03 2.57 -0.42  C2 1.454, H8 1.020, H9 1.010
2 C -1.28 2.05 -0.09  N1 1.454, C3 1.542, H10 1.082, H11 1.092
3 C -1.22 0.55 0.29  C2 1.542, N4 1.511, H12 1.094, H13 1.088
4 N 0.18 0.02 0.11  C3 1.511, C5 1.516, H14 1.020, H15 1.028
5 C 0.48 -1.24 0.90  N4 1.516, C6 1.528, H16 1.082, H17 1.078
6 C 1.45 -2.16 0.17  C5 1.528, S7 1.833, H18 1.092, H19 1.079
7 S 1.13 -2.21 -1.64  C6 1.833, H20 1.337
8 H 0.22 2.43 -1.41  N1 1.020
9 H 0.07 3.56 -0.25  N1 1.010
10 H -1.70 2.59 0.75  C2 1.082
11 H -2.01 2.15 -0.89  C2 1.092
12 H -1.47 0.35 1.33  C3 1.094
13 H -1.87 -0.10 -0.29  C3 1.088
14 H 0.30 -0.16 -0.88  N4 1.020
15 H 0.81 0.80 0.36  N4 1.028
16 H -0.48 -1.74 0.93  C5 1.082
17 H 0.77 -0.91 1.89  C5 1.078
18 H 2.49 -1.86 0.32  C6 1.092
19 H 1.30 -3.17 0.51  C6 1.079
20 H 0.77 -3.50 -1.70  S7 1.337

## Properties
HOMO   -13.43 eV
Structure (SMILES)   NCC[NH2+]CCS
Energy   -18167.788 eV
Kohn-Sham gap   10.55 eV
Net charge   +1
Multiplicity   1



# 6
An isolated ion of composition C4H13N2S and charge +1 at a distorted geometry. Source: the Open Molecules 2025 dataset; level of theory: wB97M-V/def2-TZVPD.

Last columns: bonded neighbours and bond lengths (Å).
Atoms and positions in Å:
1 C -2.52 0.28 0.58  N2 1.493, H8 1.139, H9 1.153, H10 1.089
2 N -1.25 -0.49 0.73  C1 1.493, C3 1.373, H11 1.009
3 C -0.41 -0.65 -0.34  N2 1.373, S4 1.919, N5 1.661, H12 1.224
4 S 0.41 -2.36 -0.62  C3 1.919, H13 1.295
5 N 1.07 0.10 -0.39  C3 1.661, C6 1.421, C7 1.476, H14 1.117
6 C 1.06 1.40 -0.95  N5 1.421, H15 1.086, H16 1.140, H17 1.077
7 C 1.88 0.00 0.85  N5 1.476, H18 1.065, H19 1.060, H20 1.194
8 H -3.23 -0.28 -0.11  C1 1.139
9 H -2.96 0.16 1.64  C1 1.153
10 H -2.44 1.34 0.35  C1 1.089
11 H -1.05 -1.11 1.50  N2 1.009
12 H -0.88 -0.37 -1.44  C3 1.224
13 H -0.74 -2.73 -1.09  S4 1.295
14 H 1.59 -0.58 -1.11  N5 1.117
15 H 1.04 2.12 -0.14  C6 1.086
16 H 2.05 1.63 -1.47  C6 1.140
17 H 0.17 1.69 -1.48  C6 1.077
18 H 1.68 -0.97 1.25  C7 1.065
19 H 2.92 -0.09 0.69  C7 1.060
20 H 1.64 0.91 1.57  C7 1.194

## Properties
HOMO   -13.63 eV
Structure (SMILES)   CN[C@H](S)[NH+](C)C
Energy   -18165.627 eV
Kohn-Sham gap   10.51 eV
Net charge   +1
Multiplicity   1



# 7
An isolated ion of composition C4H13N2S2 and charge +1 at a distorted geometry. Source: the Open Molecules 2025 dataset; level of theory: wB97M-V/def2-TZVPD.

Last columns: bonded neighbours and bond lengths (Å).
Atoms and positions in Å:
1 C 2.28 0.15 -1.72  N2 1.440, H9 1.152, H10 1.125, H11 1.029
2 N 1.04 -0.54 -1.45  C1 1.440, C3 1.464, H12 1.044
3 C 0.88 -0.91 -0.04  N2 1.464, C4 1.562, H13 1.063, H14 1.138
4 C -0.54 -0.39 0.35  C3 1.562, N5 1.524, C6 1.523, H15 1.044
5 N -1.29 0.18 -0.85  C4 1.524, H16 1.004, H17 1.078, H18 1.055
6 C -0.52 0.79 1.32  C4 1.523, S7 1.722, H19 1.071, H20 1.219
7 S -1.76 1.19 2.43  C6 1.722, S8 1.890
8 S -2.63 -0.15 3.44  S7 1.890, H21 1.242
9 H 2.18 1.26 -1.42  C1 1.152
10 H 3.28 -0.11 -1.30  C1 1.125
11 H 2.58 0.36 -2.68  C1 1.029
12 H 1.06 -1.47 -1.91  N2 1.044
13 H 1.01 -1.90 0.33  C3 1.063
14 H 1.56 -0.19 0.52  C3 1.138
15 H -1.10 -1.19 0.71  C4 1.044
16 H -2.26 0.43 -0.92  N5 1.004
17 H -1.16 -0.47 -1.71  N5 1.078
18 H -0.81 1.05 -1.20  N5 1.055
19 H -0.48 1.78 0.91  C6 1.071
20 H 0.47 0.59 2.00  C6 1.219
21 H -3.80 -0.49 3.21  S8 1.242

## Properties
HOMO   -12.28 eV
Structure (SMILES)   CNC[C@H]([NH3+])CSS
Energy   -28999.978 eV
Kohn-Sham gap   8.81 eV
Net charge   +1
Multiplicity   1



# 8
A 2-piece molecular cluster, C4H13N2Si overall at a distorted geometry. Source: the Open Molecules 2025 dataset; level of theory: wB97M-V/def2-TZVPD.

Last columns: bonded neighbours and bond lengths (Å).
Atoms and positions in Å:
1 C -0.44 -2.09 0.76  C2 1.447, N6 1.277, H8 1.059
2 C -0.52 -1.97 2.20  C1 1.447, H9 1.128, H10 1.169, H11 1.075
3 C -0.72 2.01 -0.91  N5 1.526, H12 1.084, H13 1.127, H14 1.182
4 C 0.06 -1.41 -1.45  N6 1.440, H15 1.159, H16 1.150, H17 1.144
5 N 0.56 1.68 -0.16  C3 1.526, Si7 1.696, H18 1.009
6 N 0.08 -1.23 -0.02  C1 1.277, C4 1.440
7 Si 1.83 2.80 -0.02  N5 1.696, H19 1.456, H20 1.495
8 H -1.03 -2.82 0.27  C1 1.059
9 H -1.35 -2.58 2.65  C2 1.128
10 H 0.50 -2.26 2.69  C2 1.169
11 H -0.79 -1.00 2.59  C2 1.075
12 H -1.07 3.04 -1.01  C3 1.084
13 H -0.59 1.63 -1.96  C3 1.127
14 H -1.62 1.38 -0.47  C3 1.182
15 H 1.06 -1.76 -1.91  C4 1.159
16 H -0.31 -0.39 -1.83  C4 1.150
17 H -0.70 -2.20 -1.78  C4 1.144
18 H 0.55 0.80 0.33  N5 1.009
19 H 1.58 3.94 -0.89  Si7 1.456
20 H 2.93 2.45 0.93  Si7 1.495

## Properties
HOMO   -13.01 eV
Energy   -15207.729 eV
Kohn-Sham gap   7.58 eV
Net charge   +1
Multiplicity   1



# 9
A 2-piece molecular cluster, C4H13N3 overall at a distorted geometry. Source: the Open Molecules 2025 dataset; level of theory: wB97M-V/def2-TZVPD.

Last columns: bonded neighbours and bond lengths (Å).
Atoms and positions in Å:
1 C 0.65 -2.52 0.80  N5 1.410, H8 1.134, H9 1.238, H10 1.125
2 C 1.09 1.87 0.41  N6 1.422, H11 1.087, H12 1.086, H13 1.105
3 C 0.20 1.17 -1.70  N6 1.410, H14 1.114, H15 1.206, H16 1.102
4 C -1.73 0.06 0.45  N7 1.444, H17 1.087, H18 1.121, H19 1.018
5 N -0.52 -1.83 0.43  C1 1.410, N7 1.300, H20 1.078
6 N 0.86 0.80 -0.51  C2 1.422, C3 1.410
7 N -0.47 -0.57 0.75  C4 1.444, N5 1.300
8 H 0.54 -3.65 0.73  C1 1.134
9 H 1.68 -2.11 0.24  C1 1.238
10 H 0.79 -2.34 1.90  C1 1.125
11 H 2.11 2.23 0.29  C2 1.087
12 H 0.32 2.62 0.31  C2 1.086
13 H 1.20 1.57 1.47  C2 1.105
14 H 0.04 0.26 -2.31  C3 1.114
15 H -0.68 1.97 -1.52  C3 1.206
16 H 0.82 1.80 -2.35  C3 1.102
17 H -2.37 0.08 1.33  C4 1.087
18 H -1.47 1.11 0.16  C4 1.121
19 H -2.21 -0.35 -0.34  C4 1.018
20 H -0.86 -2.16 -0.54  N5 1.078

## Properties
HOMO (alpha / beta)   -8.12 / -7.08 eV
Energy   -8823.813 eV
Kohn-Sham gap (alpha / beta)   9.12 / 7.74 eV
Multiplicity   1



# 10
The molecule C4H13N3. Source: the Open Molecules 2025 dataset; level of theory: wB97M-V/def2-TZVPD.

Last columns: bonded neighbours and bond lengths (Å).
Atoms and positions in Å:
1 N -0.47 -1.33 -1.70  C2 1.466, H8 1.010, H9 1.008
2 C 0.61 -1.91 -0.89  N1 1.466, C3 1.527, H10 1.095, H11 1.084
3 C 0.32 -1.85 0.60  C2 1.527, C4 1.523, H12 1.087, H13 1.080
4 C -0.21 -0.53 1.16  C3 1.523, N5 1.437, H14 1.096, H15 1.101
5 N 0.33 0.63 0.52  C4 1.437, C6 1.430, H16 1.005
6 C -0.15 1.93 0.86  N5 1.430, N7 1.448, H17 1.107, H18 1.105
7 N -0.27 2.76 -0.32  C6 1.448, H19 1.011, H20 1.010
8 H -0.58 -0.33 -1.56  N1 1.010
9 H -0.30 -1.54 -2.67  N1 1.008
10 H 1.59 -1.48 -1.14  C2 1.095
11 H 0.61 -2.95 -1.19  C2 1.084
12 H 1.23 -2.03 1.16  C3 1.087
13 H -0.41 -2.62 0.81  C3 1.080
14 H -1.31 -0.60 1.16  C4 1.096
15 H 0.04 -0.54 2.23  C4 1.101
16 H 0.66 0.50 -0.42  N5 1.005
17 H 0.52 2.48 1.54  C6 1.107
18 H -1.08 1.83 1.45  C6 1.105
19 H -1.11 2.60 -0.86  N7 1.011
20 H -0.24 3.74 -0.11  N7 1.010

## Properties
HOMO   -8.23 eV
Structure (SMILES)   NCCCNCN
Energy   -8828.454 eV
Kohn-Sham gap   9.34 eV
Multiplicity   1